<a>
{"formula": "C27H25Cl3F9N4O2Ti", "method": "ωB97M-V/def2-TZVPD", "elements": ["Ti", "C", "C", "N", "C", "C", "N", "C", "C", "N", "H", "H", "H", "H", "H", "H", "H", "H", "H", "H", "H", "H", "H", "H", "H", "Cl", "C", "C", "C", "Cl", "C", "O", "C", "Cl", "C", "H", "H", "C", "C", "C", "C", "N", "C", "C", "C", "C", "C", "C", "C", "H", "H", "H", "H", "H", "H", "H", "H", "F", "C", "F", "F", "C", "O", "C", "F", "F", "F", "C", "F", "F", "F"], "coordinates": [[-0.937, -0.712, -0.138], [2.175, 1.248, 2.333], [0.710, 0.935, 2.743], [-0.222, 1.147, 1.650], [-0.506, 2.527, 1.274], [-0.570, 2.747, -0.261], [0.207, 1.760, -1.001], [1.615, 2.107, -1.189], [2.412, 2.278, 0.097], [2.477, 1.075, 0.919], [2.436, 2.273, 2.613], [2.820, 0.598, 2.932], [0.620, -0.115, 3.022], [0.462, 1.533, 3.632], [-1.074, 0.634, 1.829], [-1.451, 2.866, 1.708], [0.279, 3.151, 1.704], [-1.606, 2.681, -0.589], [-0.224, 3.770, -0.477], [-0.208, 1.585, -1.910], [2.075, 1.325, -1.794], [1.714, 3.054, -1.744], [3.419, 2.584, -0.213], [2.012, 3.125, 0.665], [1.844, 0.381, 0.534], [5.593, -3.981, -2.538], [4.196, -3.120, -1.920], [3.427, -2.361, -2.775], [2.321, -1.680, -2.288], [1.459, -0.691, -3.430], [1.936, -1.758, -0.946], [0.895, -1.143, -0.448], [2.777, -2.514, -0.110], [2.437, -2.588, 1.589], [3.884, -3.195, -0.576], [3.682, -2.280, -3.822], [4.494, -3.769, 0.107], [-4.259, 2.037, 0.477], [-4.542, 2.376, -0.878], [-3.953, 1.592, -1.863], [-3.064, 0.583, -1.555], [-2.655, 0.374, -0.221], [-3.358, 1.062, 0.750], [-2.552, -0.432, -2.497], [-2.952, -0.475, -3.840], [-2.564, -1.526, -4.650], [-1.775, -2.552, -4.127], [-1.351, -2.481, -2.811], [-1.697, -1.423, -1.961], [-4.766, 2.529, 1.298], [-5.237, 3.164, -1.131], [-4.216, 1.751, -2.902], [-3.140, 0.769, 1.771], [-3.592, 0.298, -4.251], [-2.889, -1.558, -5.684], [-1.484, -3.388, -4.753], [-0.705, -3.270, -2.432], [-2.552, -4.178, 0.457], [-1.636, -3.938, 1.399], [-0.455, -3.838, 0.799], [-1.598, -5.022, 2.193], [-1.954, -2.624, 2.207], [-1.400, -1.534, 1.641], [-3.498, -2.453, 2.315], [-4.098, -3.587, 2.729], [-4.032, -2.103, 1.155], [-3.805, -1.495, 3.207], [-1.346, -2.756, 3.639], [-0.067, -3.153, 3.550], [-1.994, -3.632, 4.426], [-1.348, -1.578, 4.274]], "spin_multiplicity": 3, "charge": -1, "s2": 2.025, "gap_ev": [5.01, 7.90]}

---

<b>
{"formula": "C27H25Cl3F9N4O2Ti", "method": "ωB97M-V/def2-TZVPD", "elements": ["Ti", "C", "C", "N", "C", "C", "N", "C", "C", "N", "H", "H", "H", "H", "H", "H", "H", "H", "H", "H", "H", "H", "H", "H", "H", "Cl", "C", "C", "C", "Cl", "C", "O", "C", "Cl", "C", "H", "H", "C", "C", "C", "C", "N", "C", "C", "C", "C", "C", "C", "C", "H", "H", "H", "H", "H", "H", "H", "H", "F", "C", "F", "F", "C", "O", "C", "F", "F", "F", "C", "F", "F", "F"], "coordinates": [[-0.442, -0.287, -0.013], [2.679, 1.616, 2.268], [1.296, 1.165, 2.773], [0.213, 1.428, 1.831], [0.007, 2.827, 1.465], [-0.172, 3.069, -0.048], [0.509, 2.093, -0.891], [1.902, 2.412, -1.209], [2.800, 2.611, 0.004], [2.906, 1.435, 0.849], [2.847, 2.667, 2.520], [3.420, 1.053, 2.847], [1.301, 0.087, 2.946], [1.119, 1.648, 3.747], [-0.635, 0.988, 2.180], [-0.873, 3.245, 1.967], [0.858, 3.398, 1.835], [-1.230, 3.032, -0.290], [0.166, 4.095, -0.268], [-0.003, 1.991, -1.762], [2.296, 1.602, -1.823], [1.967, 3.334, -1.809], [3.787, 2.901, -0.382], [2.448, 3.480, 0.571], [2.310, 0.695, 0.495], [6.316, -3.458, -2.239], [4.864, -2.667, -1.695], [4.070, -1.999, -2.607], [2.920, -1.370, -2.164], [1.948, -0.502, -3.302], [2.507, -1.391, -0.813], [1.443, -0.794, -0.372], [3.380, -2.072, 0.066], [2.962, -2.065, 1.745], [4.533, -2.704, -0.353], [4.339, -1.957, -3.653], [5.164, -3.210, 0.363], [-3.811, 2.488, 0.529], [-4.115, 2.804, -0.816], [-3.538, 2.015, -1.806], [-2.639, 1.007, -1.491], [-2.208, 0.832, -0.174], [-2.889, 1.518, 0.792], [-2.130, 0.005, -2.423], [-2.524, -0.052, -3.771], [-2.110, -1.102, -4.567], [-1.301, -2.107, -4.035], [-0.876, -2.020, -2.718], [-1.253, -0.965, -1.881], [-4.303, 2.987, 1.355], [-4.822, 3.584, -1.064], [-3.823, 2.160, -2.840], [-2.660, 1.243, 1.818], [-3.173, 0.705, -4.196], [-2.426, -1.150, -5.603], [-0.989, -2.937, -4.659], [-0.208, -2.789, -2.336], [-2.129, -3.600, 0.407], [-1.303, -3.560, 1.457], [-0.057, -3.621, 0.989], [-1.519, -4.676, 2.179], [-1.520, -2.255, 2.285], [-0.936, -1.205, 1.701], [-3.056, -2.010, 2.436], [-3.741, -3.115, 2.776], [-3.572, -1.545, 1.304], [-3.289, -1.089, 3.391], [-0.904, -2.450, 3.710], [0.312, -3.005, 3.637], [-1.652, -3.225, 4.514], [-0.760, -1.266, 4.320]], "spin_multiplicity": 3, "charge": -1, "s2": 2.025, "gap_ev": [4.86, 7.80]}

---

Q: Which of them is the least stable? A: <a>.

---

<a>
{"formula": "C4H11N2S", "method": "ωB97M-V/def2-TZVPD", "elements": ["N", "C", "N", "C", "C", "C", "S", "H", "H", "H", "H", "H", "H", "H", "H", "H", "H", "H"], "coordinates": [[2.566, -0.487, -1.621], [1.429, -1.239, -1.103], [0.883, -0.841, 0.154], [0.070, 0.374, 0.156], [-0.938, 0.431, 1.298], [-2.319, 0.954, 0.824], [-3.317, 1.699, 2.133], [2.994, 0.016, -0.848], [2.182, 0.290, -2.150], [0.628, -1.197, -1.870], [1.670, -2.302, -1.049], [0.375, -1.538, 0.673], [0.694, 1.271, 0.080], [-0.458, 0.412, -0.815], [-0.559, 0.964, 2.167], [-1.069, -0.600, 1.645], [-2.109, 1.697, 0.051], [-2.723, 0.097, 0.274]], "spin_multiplicity": 1, "charge": -1, "smiles": "NCNCCC[S-]", "gap_ev": 5.88}

---

<b>
{"formula": "C4H11N2S", "method": "ωB97M-V/def2-TZVPD", "elements": ["C", "N", "C", "C", "N", "C", "S", "H", "H", "H", "H", "H", "H", "H", "H", "H", "H", "H"], "coordinates": [[-0.068, -1.208, -2.042], [0.801, -0.524, -0.977], [0.116, -0.128, 0.269], [1.021, 1.006, 0.861], [0.634, 1.048, 2.390], [-1.310, 0.286, -0.028], [-2.463, 0.623, 1.450], [0.365, -1.077, -3.037], [-0.800, -0.416, -2.196], [-0.321, -2.201, -1.706], [1.563, -1.247, -0.819], [0.038, -0.893, 0.985], [2.132, 0.742, 0.949], [0.654, 2.021, 0.274], [-0.439, 1.258, 2.239], [0.889, 0.109, 2.718], [-1.182, 1.149, -0.635], [-1.631, -0.550, -0.693]], "spin_multiplicity": 1, "charge": -1, "smiles": "CN[C@@H](CN)C[S-]", "gap_ev": 6.28}

---

Q: Which of them is the least stable? A: <b>.